Entry 1:
DFT (the ωB97M-V functional and the def2-TZVPD basis) results for a single C20H24N2O2S molecule.

Geometry (Å):
C 2.280 -1.988 4.176
C 1.905 -2.616 2.882
C 2.494 -3.658 2.240
C 1.874 -3.985 1.010
C 0.807 -3.196 0.722
S 0.548 -2.018 1.974
C -0.091 -3.219 -0.469
N -0.419 -1.875 -0.890
C -1.683 -1.398 -0.881
O -2.658 -2.097 -0.704
C -1.751 0.112 -1.061
C -2.947 0.557 -1.901
C -3.452 1.939 -1.460
C -2.403 2.806 -0.793
O -2.237 3.980 -1.066
N -1.716 2.174 0.190
C -1.867 0.748 0.335
H -1.089 0.367 0.998
H -2.841 0.490 0.767
C -0.789 2.912 1.019
H -1.176 2.953 2.045
H -0.784 3.927 0.616
C 0.637 2.338 1.057
C 1.135 1.845 -0.273
C 0.913 2.561 -1.444
C 1.357 2.071 -2.660
C 2.037 0.866 -2.725
C 2.279 0.154 -1.562
C 1.828 0.642 -0.346
H 2.019 0.081 0.559
H 2.822 -0.780 -1.600
H 2.381 0.485 -3.676
H 1.170 2.634 -3.562
H 0.380 3.498 -1.412
H 1.297 3.131 1.419
H 0.691 1.521 1.780
H -4.253 1.819 -0.726
H -3.859 2.493 -2.306
H -3.746 -0.179 -1.790
H -2.658 0.584 -2.952
H -0.824 0.470 -1.516
H 0.353 -1.234 -1.012
H 0.395 -3.771 -1.282
H -1.046 -3.706 -0.238
H 2.211 -4.779 0.369
H 3.351 -4.179 2.627
H 3.132 -2.509 4.606
H 1.449 -2.032 4.881
H 2.544 -0.940 4.037

Atomic forces in eV per Å
-0.053 0.092 0.056
-0.263 0.036 -0.201
-0.018 0.192 0.267
-0.301 0.104 -0.227
0.077 0.177 0.157
0.410 -0.499 0.019
-0.282 -0.200 -0.104
0.453 -0.210 -0.030
0.214 0.493 -0.331
-0.444 -0.179 0.159
-0.277 -0.256 0.121
0.058 -0.111 0.025
0.012 0.100 -0.207
-0.343 -0.059 -0.102
0.016 0.399 -0.194
0.192 0.062 0.173
-0.027 -0.291 -0.177
-0.018 0.039 0.017
0.094 -0.076 0.061
0.114 0.247 0.130
0.062 0.097 -0.070
-0.019 -0.137 0.137
-0.168 0.030 -0.001
0.091 -0.029 0.058
0.056 -0.033 0.033
-0.013 0.066 -0.059
0.008 -0.087 -0.082
0.091 -0.033 -0.051
0.054 0.087 0.041
-0.011 -0.047 0.073
0.053 -0.079 0.002
0.027 -0.025 -0.084
-0.019 0.057 -0.084
-0.141 0.136 0.010
-0.029 -0.041 0.102
0.073 0.021 -0.001
-0.020 0.004 -0.006
0.017 0.041 0.143
0.058 0.028 -0.041
-0.031 -0.020 -0.008
-0.007 -0.038 0.100
-0.198 0.062 -0.027
-0.085 -0.005 0.127
0.193 0.026 -0.104
0.036 -0.138 -0.185
0.178 -0.055 0.130
0.040 0.004 0.056
0.031 0.008 0.106
0.059 0.044 0.074

As for the SMILES: Cc1ccc(CNC(=O)[C@H]2CCC(=O)N(CCc3ccccc3)C2)s1. Its LUMO energy is 0.019 hartree. Its HOMO-LUMO gap is 9.22 eV. The calculation puts the HOMO energy at -8.7 eV. Its relative energy (zero: lowest compared OMol25 entry of this formula, charge and spin) is 0.354 eV. As for the total energy: -1434.75095 Eh. For the maximum force, the calculation gives 0.6 eV/Å.


Entry 2:
DFT (the ωB97M-V functional and the def2-TZVPD basis) results for 3 unconnected molecules or ions with the total composition C20H24N2O9.

Geometry (Å):
C 6.721 -1.011 2.304
C 5.398 -0.214 2.703
O 5.449 0.492 3.761
N 4.120 -0.261 1.983
C 4.305 -0.156 0.488
C 4.592 -1.550 -0.244
C 3.295 -2.451 -0.531
C 2.362 -2.724 0.747
C 1.089 -1.756 0.859
C 0.879 -0.495 -0.014
C -0.363 0.448 0.162
C -1.374 0.042 1.257
C -1.208 -1.241 2.120
C 0.016 -2.159 1.938
C -2.465 -1.314 3.092
O -2.605 -2.164 3.994
N -3.348 -0.179 2.716
C -2.709 0.743 1.762
O -3.109 1.881 1.408
H 6.982 -0.793 1.210
H 6.474 -2.128 2.363
H 7.578 -0.758 3.026
H 3.654 0.634 2.242
H 5.256 0.490 0.334
H 3.446 0.451 0.052
H 5.357 -2.213 0.279
H 5.044 -1.295 -1.279
H 2.647 -2.082 -1.406
H 3.688 -3.487 -0.869
H 2.008 -3.821 0.816
H 2.990 -2.560 1.705
H 1.620 -0.198 -0.824
H -0.521 1.402 -0.465
H 0.118 -3.093 2.583
H -4.118 -0.637 2.190
C -1.498 3.691 -4.215
C -1.139 3.944 -2.783
O -0.325 2.827 -2.454
C 0.195 2.354 -3.621
O 1.054 1.523 -3.689
O -0.387 2.948 -4.698
H -1.624 4.614 -4.783
H -2.402 3.084 -4.320
H -0.554 4.859 -2.652
H -2.016 3.990 -2.135
C -7.088 0.341 -1.389
C -6.723 0.593 0.042
O -5.909 -0.525 0.367
C -5.394 -0.998 -0.801
O -4.535 -1.829 -0.872
O -5.980 -0.404 -1.876
H -7.215 1.264 -1.956
H -7.993 -0.266 -1.490
H -6.136 1.507 0.170
H -7.597 0.640 0.694

Atomic forces in eV per Å
-1.023 -0.332 -0.525
0.104 2.015 3.332
-0.285 -2.423 -3.616
2.071 1.152 -0.435
1.730 0.002 -0.454
-0.901 0.179 -1.099
-0.047 -1.080 -0.010
-0.141 0.563 0.552
-2.501 1.124 0.710
-2.584 -0.300 2.197
0.229 -3.088 2.604
1.997 -1.806 0.094
2.151 1.280 -2.419
-0.945 3.441 -1.795
2.159 -1.509 0.423
-0.310 3.287 -3.189
0.118 -0.888 -0.710
1.429 1.433 -1.659
0.816 -4.360 1.480
-0.167 -0.272 1.624
0.449 1.502 -0.049
-1.614 -0.214 -1.195
0.275 -1.158 0.334
-1.517 -0.865 -0.135
1.052 -1.173 0.523
-1.037 1.172 -0.377
-0.638 -0.381 1.635
1.098 -0.320 1.336
-0.589 1.657 0.454
0.405 1.799 -0.400
-1.017 -0.145 -1.498
-1.151 -0.634 1.258
0.410 -1.849 1.106
-0.029 1.466 -1.090
-0.141 0.699 0.784
-0.624 0.320 -0.479
-0.367 0.621 0.583
0.153 -0.221 -0.478
0.833 -0.821 -0.169
-0.677 0.660 0.127
0.303 -0.211 0.502
0.143 -0.171 -0.068
0.068 0.011 0.029
-0.011 -0.073 -0.031
0.189 -0.145 0.061
-0.624 0.293 -0.460
-0.336 0.719 0.589
0.214 -0.246 -0.401
0.856 -0.821 -0.232
-0.666 0.700 0.148
0.284 -0.201 0.491
0.139 -0.169 -0.062
0.067 0.015 0.018
0.009 -0.086 -0.007
0.188 -0.149 0.049

As for the SMILES: CC(=O)NCCCCc1ccc2c(c1)C(=O)NC2=O.O=C1OCCO1.O=C1OCCO1. Its LUMO energy is -0.020 hartree. Its HOMO-LUMO gap is 8.40 eV. The calculation puts the HOMO energy at -8.9 eV. As for the total energy: -1563.02614 Eh. For the maximum force, the calculation gives 4.7 eV/Å.


Entry 3:
DFT (the ωB97M-V functional and the def2-TZVPD basis) results for a molecular structure, C20H24N3O5SeTi.

Geometry (Å):
Ti -0.433 -0.534 0.096
N -1.822 0.166 -1.595
C -1.270 1.411 -2.160
C -0.891 2.340 -1.016
N -0.046 1.645 -0.031
H -1.965 -0.526 -2.325
H -2.715 0.338 -1.140
H -1.980 1.908 -2.828
H -0.385 1.133 -2.733
H -1.788 2.658 -0.482
H -0.407 3.235 -1.414
H -0.336 1.963 0.905
H 0.942 1.801 -0.185
C -0.619 -3.163 3.087
C 0.201 -2.838 1.843
C 1.027 -4.032 1.385
O -0.659 -2.440 0.783
C 1.149 -1.664 2.181
O 2.011 -1.788 3.026
O 0.925 -0.575 1.489
H -1.299 -3.992 2.880
H -1.211 -2.299 3.393
H 0.052 -3.435 3.902
H 0.366 -4.880 1.195
H 1.755 -4.299 2.151
H 1.554 -3.783 0.462
H -1.878 -2.453 0.977
O -1.880 2.182 1.927
C -2.550 1.125 1.909
N -2.153 -0.066 1.293
C -3.130 -1.009 1.509
O -3.009 -2.243 1.107
C -4.221 -0.441 2.217
C -5.446 -0.954 2.673
C -6.295 -0.110 3.347
C -5.949 1.244 3.588
C -4.744 1.753 3.154
C -3.872 0.909 2.465
H -5.710 -1.989 2.491
H -7.248 -0.481 3.706
H -6.642 1.879 4.128
H -4.464 2.782 3.345
Se 1.286 -1.093 -1.903
C -0.010 -1.934 -3.034
C -0.850 -2.939 -2.543
C -1.850 -3.481 -3.338
C -2.028 -3.046 -4.646
C -1.189 -2.061 -5.149
C -0.195 -1.509 -4.352
H -0.722 -3.279 -1.522
H -2.497 -4.248 -2.927
H -2.810 -3.470 -5.264
H -1.312 -1.713 -6.168
H 0.450 -0.732 -4.746

Atomic forces in eV per Å
0.213 -0.384 0.102
-0.015 -0.064 -0.019
0.002 0.012 0.007
-0.017 -0.028 -0.016
-0.048 0.087 -0.027
0.021 -0.009 0.009
-0.003 -0.008 0.002
-0.002 0.005 0.008
0.006 -0.004 -0.001
-0.006 0.002 -0.001
-0.003 0.005 0.001
0.029 -0.002 -0.033
-0.002 0.003 0.011
0.015 -0.019 0.003
0.019 0.037 -0.061
0.020 0.001 0.002
0.339 0.242 -0.178
-0.043 -0.001 -0.039
0.015 0.005 0.019
0.047 -0.039 0.083
0.002 -0.001 -0.001
0.000 0.001 -0.001
-0.008 0.002 -0.001
-0.001 -0.006 0.002
-0.001 -0.006 -0.002
0.000 0.006 -0.002
-0.454 0.048 0.076
0.051 -0.053 -0.011
-0.090 0.066 -0.175
-0.026 0.045 0.129
0.012 0.119 -0.021
0.035 -0.087 -0.025
-0.011 -0.033 -0.020
-0.013 0.005 -0.011
0.008 0.012 0.003
-0.013 -0.009 -0.004
0.026 -0.009 0.027
0.016 -0.017 0.088
0.000 -0.001 0.004
0.001 0.000 0.002
-0.002 0.001 -0.005
-0.002 0.000 -0.003
-0.096 0.041 0.087
-0.041 0.058 0.015
0.019 -0.032 0.020
0.002 0.004 -0.033
-0.001 -0.005 0.017
0.008 -0.004 0.007
0.002 0.005 -0.015
-0.006 0.002 -0.015
-0.002 0.002 0.002
-0.001 0.000 -0.001
0.000 0.001 -0.001
0.000 0.002 -0.001

The net charge is -1. Its expectation value of S² is 2.019. Its LUMO energy (alpha / beta) is 0.093 / 0.093 hartree. Its HOMO-LUMO gap (alpha / beta) is 5.31 / 7.55 eV. The calculation puts the HOMO energy (alpha / beta) at -2.8 / -5.0 eV. Its relative energy (zero: lowest compared OMol25 entry of this formula, charge and spin) is 0.174 eV. As for the total energy: -4568.17628 Eh. As for the multiplicity: 3. For the maximum force, the calculation gives 0.5 eV/Å.


Entry 4:
DFT (the ωB97M-V functional and the def2-TZVPD basis) results for a single C20H24N4O2 molecule.

Geometry (Å):
O -4.076 -2.988 5.016
O 0.625 2.660 0.234
C -3.382 -2.813 4.018
C 0.509 1.441 0.138
C -1.762 -1.146 2.878
C -2.608 -1.566 3.895
C -0.702 2.663 4.230
C -0.147 2.314 2.988
C -1.520 1.785 4.928
C -1.266 0.202 3.112
C -0.454 1.069 2.380
C -1.781 0.542 4.351
N -3.525 -3.762 3.068
N -0.024 0.655 1.124
N -2.533 -0.541 4.824
N 2.478 1.869 -4.440
C 1.046 -1.843 -2.803
C -0.373 0.034 -1.804
C 1.878 -0.434 -0.863
C 0.609 0.284 -4.084
C 2.892 -0.153 -3.113
C 1.453 1.651 -2.191
C 0.021 -0.714 -3.096
C 2.287 -1.170 -2.166
C 0.854 0.680 -1.158
C 1.856 0.949 -3.473
H -1.547 -1.717 1.997
H -0.427 3.630 4.658
H 0.464 3.072 2.503
H -1.957 2.056 5.891
H -3.087 -3.551 2.154
H -4.213 -4.463 3.189
H -0.218 -0.306 0.857
H -3.062 -0.528 5.690
H 2.019 2.771 -4.391
H 2.427 1.514 -5.390
H 0.616 -2.562 -2.124
H 1.350 -2.377 -3.702
H -1.125 0.819 -2.004
H -0.833 -0.695 -1.121
H 2.765 0.000 -0.417
H 1.467 -1.197 -0.165
H 0.873 -0.227 -5.001
H -0.146 1.038 -4.315
H 3.755 0.333 -2.613
H 3.228 -0.646 -4.019
H 0.757 2.425 -2.455
H 2.323 2.128 -1.732
H -0.806 -1.236 -3.550
H 3.021 -1.947 -1.936

Atomic forces in eV per Å
0.437 0.697 0.789
0.167 -1.190 0.016
-2.329 -0.418 1.959
-0.394 1.068 -0.655
-0.365 -0.051 -0.624
2.538 1.489 -1.561
-0.078 -0.670 0.290
-0.156 -0.456 -0.789
-0.129 0.438 0.520
-0.633 -2.016 -0.080
0.246 1.603 0.928
-0.556 -0.481 0.830
2.803 1.811 -2.600
0.315 -0.249 -0.411
-0.817 0.392 0.802
-0.003 0.213 0.798
0.584 1.545 0.374
-0.642 -0.428 0.005
-0.160 -0.904 -0.238
0.017 -0.043 0.653
-0.092 0.656 0.169
0.722 0.031 0.370
0.560 -0.539 0.045
-0.562 -0.272 0.363
0.279 -0.171 -0.277
0.472 -0.987 -0.673
0.001 -0.303 -0.305
-0.251 -0.339 -0.130
-0.151 -0.531 -0.116
0.176 -0.038 -0.240
-0.757 -0.785 0.842
-0.449 -0.360 0.130
0.120 0.403 0.292
0.136 -0.089 -0.378
0.018 -0.006 -0.245
-0.103 0.039 0.168
-0.199 -0.365 0.364
-0.156 0.076 -0.198
0.184 -0.349 -0.047
-0.032 0.143 -0.030
0.230 0.078 0.272
0.189 0.543 -0.221
0.145 -0.120 -0.407
0.058 0.161 -0.112
-0.311 -0.190 -0.469
0.217 -0.031 -0.280
-0.558 0.544 0.163
0.015 0.131 -0.149
-0.819 0.216 -0.044
0.072 0.106 0.139

As for the SMILES: NC(=O)c1cc2c(NC(=O)[C@@]34C[C@@H]5C[C@@H](C[C@@](N)(C5)C3)C4)cccc2[nH]1. Its LUMO energy is 0.011 hartree. Its HOMO-LUMO gap is 8.22 eV. The calculation puts the HOMO energy at -7.9 eV. Its relative energy (zero: lowest compared OMol25 entry of this formula, charge and spin) is 0.000 eV. As for the total energy: -1146.11023 Eh. For the maximum force, the calculation gives 4.2 eV/Å.